No. 1
The following is a quantum chemistry calculation of a structure of composition C12H10BrN3Nd at a distorted geometry, from the Open Molecules 2025 dataset.

Net charge ... -1
Expectation value of S² ... 3.75
LUMO (spin up / spin down) ... 2.8 / 2.8 eV
Highest occupied orbital energy (spin up / spin down) ... -5.0 / -5.1 eV
2S+1 ... 4

Each line ends with the Mulliken charge.
CARTESIAN COORDINATES (ANGSTROEM)
C 0.527 1.837 -1.897  -0.33
C 1.197 2.293 -0.726  -0.63
C 2.241 1.359 -0.427  -0.60
H 0.985 3.217 -0.182  0.44
C 2.191 0.315 -1.408  -0.63
C 1.130 0.616 -2.313  -0.36
H 0.893 0.068 -3.226  0.41
H -0.239 2.382 -2.447  0.45
H 2.961 1.439 0.389  0.45
H 2.871 -0.537 -1.483  0.42
Nd 0.099 0.096 0.325  1.10
Br -0.056 1.608 2.622  -0.52
C -2.359 -1.123 0.275  -0.63
C -1.980 -1.346 -1.091  -0.65
C -2.042 -0.093 -1.772  -0.33
H -1.748 -2.307 -1.546  0.36
C -2.428 0.910 -0.833  -0.54
C -2.635 0.275 0.434  -0.60
H -2.970 0.768 1.347  0.52
H -2.448 -1.886 1.045  0.49
H -1.900 0.056 -2.840  0.46
H -2.631 1.953 -1.065  0.41
N 0.995 -1.885 1.218  -0.62
C 1.281 -2.360 2.276  0.65
N 1.559 -2.981 3.341  -0.67
C 2.039 -2.514 4.472  0.52
N 2.467 -2.159 5.512  -0.56

---

No. 2
The following is a quantum chemistry calculation of a cluster of 2 separate species, C12H11FO2 in total at a distorted geometry, from the Open Molecules 2025 dataset.

Net charge ... 0
LUMO ... -0.9 eV
Structure (SMILES) ... C=c1cccc/c1=C1/CCC1=O.O=CF
Highest occupied orbital energy ... -7.6 eV

Each line ends with the Mulliken charge.
CARTESIAN COORDINATES (ANGSTROEM)
C -0.469 0.135 2.058  -1.23
C -0.583 0.792 0.911  1.38
C -1.433 1.999 0.807  -0.92
C -1.486 2.807 -0.272  -0.39
C -0.656 2.536 -1.344  -0.87
C -0.077 1.331 -1.468  -0.91
C 0.006 0.399 -0.367  1.16
C 0.673 -0.760 -0.589  -0.02
C 1.244 -1.891 0.194  -0.40
C 1.980 -2.448 -1.008  -0.80
C 1.384 -1.298 -1.799  0.24
O 1.320 -1.023 -2.962  -0.61
H -0.850 0.605 2.963  0.35
H 0.291 -0.625 2.180  0.31
H -2.221 1.980 1.486  0.43
H -2.307 3.509 -0.465  0.33
H -0.839 3.130 -2.164  0.41
H 0.303 0.976 -2.375  0.61
H 0.516 -2.489 0.845  0.38
H 2.154 -1.558 0.983  0.03
H 1.929 -3.425 -1.443  0.32
H 3.103 -2.413 -0.828  0.21
O 1.696 1.453 1.489  -0.27
C 2.732 1.413 2.033  0.12
F 3.882 1.720 1.313  -0.24
H 2.967 1.087 2.998  0.38

---

No. 3
The following is a quantum chemistry calculation of a cluster of 2 separate species, C2H10NO2 in total at a distorted geometry, from the Open Molecules 2025 dataset.

Net charge ... +1
LUMO ... -3.7 eV
Highest occupied orbital energy ... -13.8 eV

Each line ends with the Mulliken charge.
CARTESIAN COORDINATES (ANGSTROEM)
C 0.584 0.500 -0.182  -0.33
O 0.281 0.472 1.143  -0.53
C -0.852 0.366 -0.802  -0.55
N -1.028 0.030 -2.323  -0.34
H 1.032 -0.412 -0.627  0.38
H 1.034 1.538 -0.427  0.27
H 0.934 -0.021 1.868  0.37
H -1.172 -0.539 -0.367  0.29
H -1.510 1.248 -0.476  0.33
H -1.582 0.659 -2.959  0.36
H -1.579 -0.863 -2.410  0.39
H -0.132 -0.048 -2.689  0.33
H 1.120 -1.726 3.669  0.35
H 1.647 -0.242 3.598  0.38
O 1.222 -0.962 2.983  -0.68

---

No. 4
The following is a quantum chemistry calculation of a cluster of 6 separate species, H14NO5 in total at a distorted geometry, from the Open Molecules 2025 dataset.

Net charge ... +2
Expectation value of S² ... 0.76
LUMO (spin up / spin down) ... -7.0 / -15.7 eV
Highest occupied orbital energy (spin up / spin down) ... -19.0 / -18.7 eV
2S+1 ... 2

Each line ends with the Mulliken charge.
CARTESIAN COORDINATES (ANGSTROEM)
N 0.185 0.475 -0.066  -0.20
H 1.194 0.515 -0.108  0.36
H -0.220 1.377 0.142  0.40
H -0.232 -0.307 0.418  0.28
H 0.022 0.306 -1.048  0.29
O 2.996 -0.398 -0.778  -0.45
H 3.439 -0.925 -1.442  0.37
H 3.454 -0.604 0.037  0.37
O 0.406 -1.534 2.414  -0.38
H 0.707 -1.556 3.323  0.40
H -0.334 -2.140 2.392  0.35
O -2.112 -1.204 0.686  -0.54
H -2.477 -0.814 1.481  0.39
H -1.959 -2.120 0.916  0.33
O -1.377 2.585 0.376  -0.68
H -2.184 2.566 -0.140  0.33
H -1.612 3.061 1.172  0.33
O -0.099 0.289 -2.895  -0.64
H -0.039 -0.528 -3.390  0.33
H 0.243 0.956 -3.491  0.34

---

No. 5
The following is a quantum chemistry calculation of a cluster of 2 separate species, C3H12N4 in total at a distorted geometry, from the Open Molecules 2025 dataset.

Net charge ... +2
LUMO ... -9.5 eV
Highest occupied orbital energy ... -17.9 eV

Each line ends with the Mulliken charge.
CARTESIAN COORDINATES (ANGSTROEM)
C 1.435 -0.115 0.065  0.29
C 1.059 -0.859 1.322  -1.13
C -2.587 -0.123 -1.074  -0.79
N 2.602 0.317 -0.093  0.30
N -2.074 0.165 0.160  0.29
N 3.080 0.923 -1.183  -0.70
N -2.862 0.638 0.978  -0.23
H 0.749 -0.165 -0.735  0.32
H 1.497 -1.848 1.532  0.37
H 0.019 -1.208 1.349  0.24
H 1.301 -0.273 2.240  0.36
H -2.464 -1.160 -1.406  0.33
H -3.648 0.156 -1.341  0.41
H -1.974 0.479 -1.795  0.30
H 3.350 0.263 0.625  0.34
H 4.147 0.826 -1.219  0.35
H 2.750 0.551 -2.017  0.29
H -3.901 0.582 0.686  0.38
H -2.480 0.850 1.904  0.30

---

No. 6
The following is a quantum chemistry calculation of a structure of composition C6H9BrINO at a distorted geometry, from the Open Molecules 2025 dataset.

Net charge ... 0
LUMO (spin up / spin down) ... -0.4 / -0.4 eV
Highest occupied orbital energy (spin up / spin down) ... -8.0 / -8.0 eV

Each line ends with the Mulliken charge.
CARTESIAN COORDINATES (ANGSTROEM)
C -0.655 1.792 -0.736  0.32
C -1.343 0.495 -1.159  -0.62
C -0.649 -0.835 -0.882  -0.38
C -0.033 -0.691 0.501  -0.50
C 0.926 0.379 0.524  -0.44
C 2.850 -0.529 -0.743  -0.68
N 0.474 1.597 0.009  -0.01
O -0.902 2.931 -1.117  -0.65
Br 3.174 -2.341 -0.019  -0.14
I 4.284 0.940 -0.179  0.03
H -2.189 0.624 -0.512  0.27
H -1.690 0.800 -2.182  0.33
H -1.478 -1.514 -0.727  0.31
H 0.113 -0.959 -1.723  0.22
H -0.947 -0.542 1.260  0.36
H 0.361 -1.735 0.808  0.21
H 1.551 0.295 1.395  0.54
H 2.769 -0.614 -1.751  0.48
H 0.912 2.540 0.363  0.34

---

No. 7
The following is a quantum chemistry calculation of the ion C7H17N2O2 with charge +1 at a distorted geometry, from the Open Molecules 2025 dataset.

Net charge ... +1
LUMO ... -2.5 eV
Structure (SMILES) ... CCC[NH2+][C@H]1NCCO[C@H]1O
Highest occupied orbital energy ... -13.3 eV

Each line ends with the Mulliken charge.
CARTESIAN COORDINATES (ANGSTROEM)
C -3.732 0.207 -0.414  -1.37
C -2.257 0.384 0.020  -0.09
C -1.679 -0.876 0.419  -0.96
N -0.190 -0.856 0.437  0.00
C 0.620 -0.187 -0.689  -0.94
N 0.654 1.269 -0.432  -0.12
C 1.543 1.616 0.672  -0.64
C 2.850 0.896 0.588  -0.40
O 2.615 -0.500 0.614  -0.45
C 1.977 -0.923 -0.584  -0.25
O 1.701 -2.215 -0.455  -0.58
H -4.374 -0.092 0.407  0.38
H -4.034 1.172 -0.903  0.36
H -3.873 -0.608 -1.202  0.32
H -2.182 1.074 0.816  0.35
H -1.706 0.679 -0.835  0.37
H -1.926 -1.052 1.442  0.41
H -2.014 -1.706 -0.081  0.47
H 0.198 -1.773 0.288  0.33
H 0.247 -0.450 1.241  0.46
H 0.001 -0.501 -1.530  0.78
H 0.697 1.859 -1.241  0.29
H 1.067 1.272 1.613  0.16
H 1.693 2.683 0.710  0.54
H 3.465 1.062 -0.348  0.33
H 3.633 1.019 1.320  0.38
H 2.524 -0.662 -1.494  0.48
H 2.483 -2.792 -0.378  0.39